No. 1
DFT (ωB97M-V with the def2-TZVPD basis set) results for a structure of composition C25H21F6MoN4O6S2 at a distorted geometry.

Values from the calculation:
relative energy (zero: lowest compared OMol25 entry of this formula, charge and spin): 147.05 kJ/mol
highest occupied orbital energy: -0.6378 hartree
LUMO: -11.44 eV
molar mass: 747.527 g/mol

```
! RIJCOSX wB97M-V def2-TZVPD def2/J DEFGRID3
* xyz 3 1
Mo 0.86 -0.21 0.20
C 3.86 1.96 0.47
C 4.20 0.78 -0.37
C 5.30 0.79 -1.21
C 5.60 -0.33 -1.99
C 4.81 -1.46 -1.96
C 3.70 -1.54 -1.13
C 2.90 -2.80 -1.06
C 3.42 -0.42 -0.30
N 2.59 -0.59 0.81
C 3.12 -0.69 2.11
O 4.27 -0.77 2.41
C 1.92 -0.68 3.02
C 1.92 -0.79 4.40
C 0.71 -0.69 5.08
C -0.46 -0.43 4.35
C -0.36 -0.33 2.97
N 0.79 -0.48 2.32
C -1.46 0.12 2.07
O -2.51 0.59 2.41
N -1.07 -0.03 0.73
C -2.74 0.65 -0.87
C -3.24 1.64 -1.74
C -2.43 2.84 -2.10
C -4.51 1.49 -2.27
C -5.26 0.29 -2.16
C -4.68 -0.81 -1.62
C -3.38 -0.75 -0.88
C -3.66 -1.35 0.50
H 4.15 2.87 -0.04
H 4.43 1.94 1.40
H 2.78 2.01 0.72
H 5.94 1.66 -1.26
H 6.47 -0.30 -2.64
H 5.07 -2.32 -2.57
H 2.50 -3.03 -2.05
H 2.07 -2.75 -0.34
H 3.54 -3.64 -0.78
H 2.86 -0.92 4.93
H 0.67 -0.75 6.16
H -1.42 -0.29 4.83
H -2.66 3.71 -1.48
H -2.68 3.13 -3.12
H -1.36 2.64 -2.08
H -4.93 2.30 -2.85
H -6.25 0.25 -2.59
H -5.16 -1.78 -1.65
H -4.31 -2.22 0.40
H -4.14 -0.63 1.16
H -2.73 -1.71 0.95
F -2.41 4.58 0.74
C -2.37 3.33 1.18
F -3.51 2.72 0.85
F -2.19 3.29 2.47
S -0.81 2.52 0.31
O 0.79 1.18 -0.70
O -0.08 2.10 1.48
N -1.68 0.87 -0.10
S -1.07 -1.18 -2.16
O -2.42 -1.65 -1.51
O 0.05 -1.44 -1.15
C -0.89 -2.85 -3.05
F -1.75 -2.95 -4.03
F -1.08 -3.78 -2.14
F 0.36 -2.88 -3.48
*
```

No. 2
DFT (ωB97M-V with the def2-TZVPD basis set) results for a cluster of 3 separate species, C25H21N3O4S in total at a distorted geometry.

Values from the calculation:
relative energy (zero: lowest compared OMol25 entry of this formula, charge and spin): 866.79 kJ/mol
highest occupied orbital energy: -0.3163 hartree
LUMO: -1.69 eV
molar mass: 459.527 g/mol
SMILES: C#CCc1nc2cc(CNC)ccc2nc1S.O=C1C=CC(=O)C=C1.O=C1C=CC(=O)C=C1

```
! RIJCOSX wB97M-V def2-TZVPD def2/J DEFGRID3
* xyz 0 1
C 5.93 -3.69 0.77
C 5.77 -2.53 0.45
C 5.70 -1.15 -0.29
C 4.31 -0.42 -0.02
N 3.24 -1.22 0.26
C 2.10 -0.42 0.42
C 0.79 -1.15 0.71
C -0.49 -0.46 0.88
C -1.85 -1.17 1.22
N -2.31 -2.15 0.21
C -2.28 -1.60 -1.18
C -0.54 1.07 0.75
C 0.71 1.78 0.47
C 2.03 1.06 0.31
N 3.17 1.83 0.06
C 4.30 1.09 -0.11
S 5.85 1.99 -0.50
H 6.33 -4.68 1.10
H 5.82 -1.26 -1.40
H 6.58 -0.55 0.08
H 0.80 -2.27 0.81
H -1.71 -1.74 2.20
H -2.67 -0.41 1.45
H -3.32 -2.27 0.41
H -1.48 -2.13 -1.76
H -2.24 -0.48 -1.23
H -3.28 -1.91 -1.67
H -1.49 1.64 0.88
H 0.66 2.91 0.40
H 5.45 3.09 -1.25
C 1.22 6.79 1.47
C 2.14 7.45 2.18
C 3.49 6.89 2.40
O 4.33 7.49 3.05
C 3.78 5.56 1.82
C 2.86 4.90 1.11
C 1.51 5.46 0.89
O 0.67 4.86 0.24
H 0.23 7.19 1.30
H 1.94 8.42 2.61
H 4.77 5.16 1.99
H 3.06 3.93 0.67
C -7.32 -3.81 -1.99
C -7.59 -5.03 -2.44
C -6.54 -6.08 -2.49
O -6.78 -7.20 -2.90
C -5.18 -5.71 -2.03
C -4.92 -4.48 -1.58
C -5.96 -3.44 -1.53
O -5.71 -2.32 -1.12
H -8.07 -3.03 -1.95
H -8.57 -5.32 -2.78
H -4.43 -6.48 -2.07
H -3.93 -4.19 -1.24
*
```

No. 3
DFT (ωB97M-V with the def2-TZVPD basis set) results for a structure of composition C25H21N4ORhS6Sb.

Values from the calculation:
relative energy (zero: lowest compared OMol25 entry of this formula, charge and spin): 87.74 kJ/mol
highest occupied orbital energy: -0.1696 hartree
LUMO: 1.11 eV
molar mass: 810.538 g/mol

```
! RIJCOSX wB97M-V def2-TZVPD def2/J DEFGRID3
* xyz -1 1
Rh -0.65 1.88 -1.79
S 1.62 1.61 -2.02
C 2.06 1.79 -0.34
N 3.23 1.48 0.09
N 3.47 1.70 1.46
C 2.87 0.88 2.44
C 3.25 1.08 3.77
C 2.69 0.33 4.78
C 1.73 -0.64 4.49
C 1.35 -0.84 3.17
C 1.92 -0.09 2.15
N 1.09 2.30 0.57
N -0.05 2.40 0.08
C -1.07 2.81 1.01
C -0.94 2.47 2.35
C -1.93 2.84 3.24
C -3.04 3.55 2.78
C -3.16 3.88 1.44
C -2.18 3.50 0.54
H 4.47 1.74 1.58
H 3.98 1.85 4.00
H 2.99 0.50 5.80
H 1.28 -1.22 5.29
H 0.61 -1.59 2.93
H 1.63 -0.27 1.13
H -0.07 1.91 2.68
H -1.85 2.57 4.28
H -3.82 3.83 3.48
H -4.02 4.42 1.06
H -2.28 3.77 -0.50
S -2.65 4.15 -5.89
Sb -2.69 3.88 -3.66
S -2.50 1.54 -3.00
S -0.52 4.02 -2.63
S -4.27 4.82 -2.34
O -0.87 -0.22 -1.02
S 0.33 -1.15 -1.04
C -0.33 -2.65 -0.31
C -1.69 -2.92 -0.40
C -2.17 -4.08 0.19
C -1.31 -4.94 0.85
C 0.04 -4.64 0.95
C 0.54 -3.48 0.36
C 0.51 -1.72 -2.72
C -0.49 -1.46 -3.64
C -0.31 -1.88 -4.95
C 0.85 -2.54 -5.32
C 1.86 -2.77 -4.38
C 1.69 -2.35 -3.08
H -2.34 -2.22 -0.90
H -3.23 -4.30 0.13
H -1.69 -5.84 1.31
H 0.71 -5.31 1.48
H 1.59 -3.22 0.45
H -1.38 -0.92 -3.34
H -1.08 -1.67 -5.68
H 0.99 -2.85 -6.34
H 2.77 -3.26 -4.68
H 2.48 -2.49 -2.35
*
```

No. 4
DFT (ωB97M-V with the def2-TZVPD basis set) results for a structure of composition C25H22AsMnOS7 at a distorted geometry.

Values from the calculation:
relative energy (zero: lowest compared OMol25 entry of this formula, charge and spin): 46.85 kJ/mol
highest occupied orbital energy (alpha / beta): -0.1315 / -0.1387 hartree
LUMO (alpha / beta): 2.13 / 2.13 eV
molar mass: 692.779 g/mol

```
! RIJCOSX wB97M-V def2-TZVPD def2/J DEFGRID3
* xyz -1 6
Mn -1.28 0.12 0.33
S -0.70 1.06 2.62
C 1.01 0.75 2.79
C 1.58 0.83 4.06
C 2.95 0.71 4.24
C 3.79 0.51 3.16
C 3.24 0.38 1.89
C 1.87 0.48 1.70
As 1.09 0.24 -0.06
C 1.69 -1.53 -0.60
C 2.19 -2.48 0.28
C 2.43 -3.78 -0.17
C 2.17 -4.12 -1.49
C 1.68 -3.17 -2.37
C 1.44 -1.88 -1.92
C 2.30 1.35 -1.13
C 3.39 0.82 -1.81
C 4.20 1.66 -2.56
C 3.94 3.02 -2.64
C 2.85 3.54 -1.95
C 2.03 2.71 -1.21
H 0.93 1.00 4.91
H 3.36 0.78 5.24
H 4.87 0.46 3.30
H 3.88 0.20 1.04
H 2.38 -2.22 1.31
H 2.79 -4.52 0.53
H 2.31 -5.14 -1.82
H 1.47 -3.44 -3.39
H 1.02 -1.14 -2.60
H 3.59 -0.24 -1.76
H 5.05 1.24 -3.10
H 4.58 3.66 -3.22
H 2.64 4.60 -2.01
H 1.17 3.12 -0.68
S -2.07 -6.40 -2.73
C -2.11 -4.94 -1.97
S -2.48 -3.45 -2.76
C -2.23 -2.37 -1.40
C -1.83 -2.97 -0.25
S -1.45 -2.15 1.23
S -1.73 -4.72 -0.30
S -2.53 -0.68 -1.62
O -2.20 2.15 -0.10
S -3.31 2.78 0.68
C -4.11 1.45 1.68
C -5.51 1.18 1.12
C -5.95 2.46 0.42
C -4.76 2.87 -0.44
H -4.11 1.78 2.72
H -3.46 0.58 1.59
H -6.20 0.88 1.91
H -5.45 0.37 0.40
H -6.15 3.24 1.16
H -6.85 2.33 -0.17
H -4.85 3.87 -0.86
H -4.55 2.14 -1.23
*
```

No. 5
DFT (ωB97M-V with the def2-TZVPD basis set) results for a structure of composition C25H22BrCoN6O2S.

Values from the calculation:
highest occupied orbital energy (alpha / beta): -0.3598 / -0.3614 hartree
LUMO (alpha / beta): -3.02 / -3.09 eV
molar mass: 609.395 g/mol

```
! RIJCOSX wB97M-V def2-TZVPD def2/J DEFGRID3
* xyz 1 4
Co -0.03 -0.04 -0.56
Br -2.40 -1.08 6.37
C -2.12 -0.72 4.53
C -2.94 0.20 3.87
C -2.76 0.48 2.55
C -1.73 -0.15 1.79
O -1.61 0.16 0.54
C -0.91 -1.09 2.47
C 0.12 -1.84 1.83
N 0.45 -1.74 0.59
C 1.42 -2.57 0.00
C 2.04 -3.66 0.57
C 2.99 -4.41 -0.15
C 3.31 -4.10 -1.44
C 2.67 -3.01 -2.07
C 2.92 -2.65 -3.42
C 2.26 -1.60 -3.97
C 1.33 -0.89 -3.18
N 1.06 -1.20 -1.94
C 1.73 -2.25 -1.36
C -1.13 -1.36 3.84
H -3.73 0.70 4.43
H -3.39 1.19 2.03
H 0.63 -2.56 2.48
H 1.80 -3.96 1.58
H 3.46 -5.26 0.34
H 4.03 -4.69 -1.99
H 3.64 -3.22 -3.99
H 2.42 -1.29 -5.00
H 0.79 -0.04 -3.58
H -0.50 -2.08 4.34
C -2.10 2.53 -3.84
S -2.07 1.23 -2.62
O -0.71 1.41 -1.96
C -3.28 1.87 -1.48
C -3.02 3.02 -0.76
C -3.98 3.48 0.13
C -5.17 2.77 0.30
C -5.40 1.61 -0.42
C -4.45 1.14 -1.32
H -1.96 3.49 -3.35
H -3.06 2.50 -4.36
H -1.29 2.34 -4.54
H -2.07 3.54 -0.87
H -3.79 4.37 0.71
H -5.91 3.13 1.00
H -6.32 1.06 -0.27
H -4.61 0.23 -1.87
N 4.69 0.40 1.43
C 4.52 1.73 1.50
N 5.52 2.49 1.97
N 3.41 2.35 1.14
C 2.43 1.64 0.66
N 1.54 1.04 0.24
H 5.57 -0.03 1.66
H 3.97 -0.17 1.04
H 6.37 2.09 2.33
H 5.36 3.47 2.07
*
```

No. 6
DFT (ωB97M-V with the def2-TZVPD basis set) results for a structure of composition C25H22FeN13O3 at a distorted geometry.

Values from the calculation:
relative energy (zero: lowest compared OMol25 entry of this formula, charge and spin): 122.62 kJ/mol
highest occupied orbital energy (alpha / beta): -0.0733 / -0.0746 hartree
LUMO (alpha / beta): 4.03 / 4.02 eV
molar mass: 608.384 g/mol

```
! RIJCOSX wB97M-V def2-TZVPD def2/J DEFGRID3
* xyz -2 6
Fe 1.95 -1.89 -0.90
C -2.87 0.90 5.04
O -3.51 2.11 4.69
C -2.95 2.83 3.67
C -1.70 2.56 3.12
C -1.24 3.31 2.04
C -2.00 4.34 1.48
C -3.21 4.64 2.11
C -3.69 3.89 3.17
N -1.65 5.16 0.39
N -0.64 4.93 -0.36
C -0.19 3.69 -0.71
C 1.11 3.68 -1.26
C 1.80 2.54 -1.55
C 1.26 1.24 -1.31
O 1.92 0.22 -1.57
C -0.13 1.21 -0.78
N -0.64 0.00 -0.54
C -1.91 -0.11 -0.23
C -2.77 1.00 -0.20
C -2.24 2.25 -0.37
C -0.86 2.40 -0.61
H -3.52 0.40 5.75
H -1.90 1.08 5.51
H -2.72 0.26 4.17
H -1.08 1.77 3.50
H -0.27 3.07 1.62
H -3.78 5.48 1.73
H -4.65 4.12 3.62
H 1.58 4.65 -1.39
H 2.81 2.59 -1.95
H -2.28 -1.11 -0.04
H -3.83 0.86 -0.02
H -2.88 3.12 -0.35
N 5.26 -2.72 -1.53
C 5.07 -1.76 -0.55
N 6.06 -1.15 0.09
N 5.43 -0.32 0.94
N 4.15 -0.43 0.81
N 3.88 -1.34 -0.15
C 4.39 -3.81 -1.61
N 4.78 -5.01 -1.99
N 3.65 -5.75 -1.92
N 2.66 -5.02 -1.52
N 3.10 -3.76 -1.32
H 6.23 -2.97 -1.65
C 1.65 -1.78 2.66
O 1.58 -1.10 1.42
H 1.28 -1.15 3.47
H 2.68 -2.07 2.88
H 1.04 -2.67 2.60
H 2.38 -0.54 1.34
N 0.47 -2.58 -1.60
C -0.50 -2.71 -2.52
C -0.52 -1.94 -3.71
C -1.55 -2.05 -4.63
C -2.62 -2.92 -4.41
C -2.62 -3.70 -3.25
C -1.59 -3.61 -2.33
H 0.30 -1.26 -3.87
H -1.54 -1.44 -5.53
H -3.43 -2.99 -5.12
H -3.44 -4.38 -3.06
H -1.58 -4.22 -1.44
*
```

No. 7
DFT (ωB97M-V with the def2-TZVPD basis set) results for a structure of composition C25H23AsAuF3N6O3S.

Values from the calculation:
relative energy (zero: lowest compared OMol25 entry of this formula, charge and spin): 3.92 kJ/mol
highest occupied orbital energy (alpha / beta): -0.5289 / -0.5297 hartree
LUMO (alpha / beta): -5.77 / -9.30 eV
molar mass: 816.448 g/mol

```
! RIJCOSX wB97M-V def2-TZVPD def2/J DEFGRID3
* xyz 2 3
Au 1.91 0.32 -0.70
F 4.67 -4.18 -0.43
C 5.02 -3.61 0.72
F 6.07 -2.81 0.50
F 5.38 -4.56 1.58
C 3.86 -2.80 1.28
C 3.41 -2.97 2.58
C 2.37 -2.19 3.04
C 1.75 -1.27 2.19
N 2.17 -1.12 0.95
C 3.23 -1.83 0.50
S 3.70 -1.29 -1.06
H 3.89 -3.69 3.22
H 2.01 -2.29 4.06
H 0.92 -0.66 2.51
N 1.94 1.89 -2.47
N 2.60 3.09 -2.19
C 3.04 3.40 -0.93
N 3.55 4.61 -0.77
N 2.92 2.42 -0.05
N 3.34 2.58 1.26
O 3.81 3.62 1.66
O 3.16 1.59 1.95
H 2.29 1.50 -3.33
H 0.93 2.03 -2.52
H 2.55 3.81 -2.89
H 3.61 5.26 -1.54
H 3.89 4.86 0.14
O -0.10 1.08 -0.66
As -1.58 0.32 -0.35
C -2.93 1.64 -0.55
C -3.94 1.84 0.38
C -4.92 2.79 0.14
C -4.90 3.52 -1.04
C -3.90 3.31 -1.98
C -2.91 2.36 -1.74
C -1.86 -1.05 -1.65
C -0.84 -1.44 -2.51
C -1.08 -2.43 -3.45
C -2.33 -3.02 -3.54
C -3.35 -2.63 -2.68
C -3.12 -1.64 -1.74
C -1.61 -0.48 1.39
C -1.74 0.30 2.53
C -1.76 -0.30 3.78
C -1.64 -1.68 3.89
C -1.50 -2.46 2.75
C -1.49 -1.87 1.49
H -3.98 1.26 1.30
H -5.71 2.95 0.86
H -5.66 4.26 -1.23
H -3.89 3.87 -2.91
H -2.14 2.18 -2.48
H 0.14 -0.97 -2.44
H -0.29 -2.74 -4.13
H -2.51 -3.79 -4.27
H -4.33 -3.09 -2.75
H -3.93 -1.33 -1.08
H -1.82 1.38 2.46
H -1.88 0.31 4.67
H -1.67 -2.15 4.86
H -1.42 -3.54 2.83
H -1.41 -2.48 0.61
*
```

No. 8
DFT (ωB97M-V with the def2-TZVPD basis set) results for a structure of composition C25H23BaN9O3S.

Values from the calculation:
relative energy (zero: lowest compared OMol25 entry of this formula, charge and spin): 16.16 kJ/mol
highest occupied orbital energy: -0.2895 hartree
LUMO: 0.48 eV
molar mass: 666.914 g/mol

```
! RIJCOSX wB97M-V def2-TZVPD def2/J DEFGRID3
* xyz 0 1
Ba 0.74 -0.08 -0.70
O -1.04 1.75 3.40
C -0.36 1.25 2.49
N -0.52 1.42 1.18
C -1.62 2.30 0.89
C -2.16 2.18 -0.52
C -3.36 2.82 -0.84
C -3.85 2.76 -2.12
C -3.13 2.05 -3.08
C -1.96 1.45 -2.69
N -1.48 1.50 -1.44
C 0.78 0.33 2.91
C 0.98 0.12 4.27
C 1.99 -0.72 4.69
C 2.79 -1.33 3.73
C 2.53 -1.07 2.40
N 1.55 -0.27 1.99
H -1.35 3.35 1.05
H -2.46 2.13 1.59
H -3.89 3.36 -0.06
H -4.78 3.25 -2.37
H -3.48 1.98 -4.10
H -1.36 0.89 -3.41
H 0.32 0.64 4.96
H 2.17 -0.89 5.74
H 3.60 -1.99 4.01
H 3.13 -1.53 1.62
N 6.39 -2.54 -7.19
C 5.50 -2.18 -6.19
C 4.35 -1.45 -6.50
C 3.49 -1.04 -5.49
C 3.78 -1.36 -4.18
C 4.93 -2.08 -3.85
C 5.78 -2.49 -4.86
S 2.70 -0.89 -2.90
O 1.83 0.18 -3.38
O 3.48 -0.49 -1.73
N 1.84 -2.11 -2.37
C 0.79 -2.60 -3.10
N 0.75 -2.44 -4.44
C -0.29 -2.93 -5.08
C -1.34 -3.59 -4.43
C -1.21 -3.70 -3.06
N -0.17 -3.23 -2.39
H 6.01 -2.58 -8.13
H 7.00 -3.31 -6.98
H 4.14 -1.19 -7.53
H 2.59 -0.49 -5.72
H 5.14 -2.31 -2.82
H 6.68 -3.04 -4.62
H -0.30 -2.80 -6.15
H -2.19 -3.98 -4.97
H -1.97 -4.19 -2.47
N -0.68 -3.08 0.48
C -0.89 -3.75 1.62
C -1.50 -2.88 2.51
C -1.63 -1.69 1.78
N -1.15 -1.81 0.55
H -0.31 -3.36 -0.43
H -0.60 -4.78 1.74
H -1.80 -3.08 3.52
H -2.05 -0.75 2.11
*
```

Which value of molar mass does entry 6 give? 608.384 g/mol

Among the records above, which one has the lowest molar mass? C25H21N3O4S